[1]
A structure of composition C44H61CoGeN3O3SSi3Te. Source: the Open Molecules 2025 dataset; level of theory: ωB97M-V/def2-TZVPD.

Computed properties:
Relative energy (zero: lowest compared OMol25 entry of this formula, charge and spin): 0.3952 eV
Calculated total energy: -193132.409 eV
Strongest force on any atom: 0.019 hartree/bohr
Net charge: +1

Geometry as XYZ:
```
118
Properties=species:S:1:pos:R:3:forces:R:3
Co 0.173778 0.220531 -0.028283 0.84 0.26 0.00
C -2.723695 -4.585397 6.046794 -0.01 0.00 0.01
C -2.144383 -3.383101 5.356847 0.02 -0.04 0.00
C -2.909533 -2.243512 5.140527 -0.02 0.04 0.00
C -2.389312 -1.145594 4.470711 0.03 -0.04 0.00
C -1.081115 -1.190621 4.019682 -0.04 -0.05 0.00
C -0.288701 -2.309966 4.240122 -0.02 -0.01 0.00
C -0.824999 -3.398629 4.900750 0.00 0.01 -0.02
S -0.397325 0.217742 3.223809 0.20 0.10 0.08
O -1.495266 1.042327 2.776787 -0.01 -0.23 0.00
O 0.596496 0.797243 4.089516 -0.09 -0.12 -0.01
N 0.338700 -0.325764 1.873616 -0.13 -0.07 -0.11
C 1.718332 -0.400395 1.776581 -0.32 -0.11 -0.07
C 2.717457 -0.636352 2.718885 0.10 -0.05 -0.05
C 4.016672 -0.689190 2.250299 -0.02 0.04 -0.06
C 4.308002 -0.495669 0.895841 -0.05 -0.05 0.05
C 3.264401 -0.254938 0.031190 0.03 -0.12 -0.04
N 2.006036 -0.227840 0.473352 0.02 0.50 0.36
H -3.615959 -4.325221 6.613592 0.00 0.00 0.00
H -2.002016 -5.034463 6.728610 0.00 0.00 0.00
H -3.002638 -5.348163 5.317058 0.00 0.00 0.00
H -3.931853 -2.212742 5.496635 0.00 0.00 0.00
H -2.992051 -0.266857 4.290070 -0.01 0.01 -0.01
H 0.736633 -2.338306 3.894069 0.01 -0.01 -0.03
H -0.211814 -4.275442 5.070008 0.00 0.00 0.00
H 2.480719 -0.746480 3.765377 0.00 0.01 0.00
H 4.822713 -0.873333 2.948744 0.00 -0.01 0.00
H 5.321195 -0.537958 0.525432 0.00 0.01 0.02
H 3.409847 -0.102061 -1.031099 0.00 0.04 0.01
C -3.418241 -2.023483 1.370657 0.05 -0.02 0.04
Si -3.707138 -2.120630 -0.472611 -0.05 -0.07 0.19
C -4.451433 -3.768678 -0.955693 0.01 -0.04 -0.06
C -4.874950 -0.763973 -1.004726 -0.03 0.03 -0.07
Ge -1.565774 -1.695067 -1.447487 -0.20 0.38 0.05
Si -1.650267 -1.615282 -3.847644 -0.05 0.03 -0.15
C -2.039403 -3.342019 -4.464752 0.01 -0.04 -0.01
C -3.083789 -0.478294 -4.258988 -0.05 0.03 0.05
C -0.093491 -0.987279 -4.677817 0.05 0.00 0.02
Si 0.149857 -3.313077 -0.856755 0.24 0.09 -0.03
C 0.722562 -3.529319 0.903257 -0.06 -0.02 0.07
C 1.595559 -3.084381 -2.020335 0.02 0.02 -0.02
C -0.785089 -4.871028 -1.302383 -0.09 0.00 -0.06
H -4.356427 -2.010212 1.931132 -0.01 -0.02 -0.02
H -2.871575 -1.109608 1.614796 -0.01 0.02 0.01
H -2.827949 -2.874288 1.723024 0.01 0.02 0.04
H -5.389341 -3.914516 -0.413326 -0.01 0.02 0.00
H -3.806994 -4.617337 -0.729575 0.00 -0.01 0.01
H -4.685371 -3.798344 -2.022144 0.01 -0.01 -0.01
H -5.773075 -0.795415 -0.382193 0.00 0.00 -0.01
H -5.184514 -0.887802 -2.043234 -0.01 0.02 -0.01
H -4.417589 0.218886 -0.899129 0.02 0.01 0.02
H -2.796822 -3.832312 -3.849813 -0.01 -0.01 -0.01
H -1.148779 -3.973289 -4.476646 -0.01 -0.02 0.01
H -2.422740 -3.299748 -5.487213 0.01 0.03 -0.01
H -4.032337 -0.995227 -4.101709 -0.02 0.01 0.00
H -3.039594 -0.173744 -5.307433 0.01 -0.03 -0.01
H -3.095841 0.426587 -3.647803 0.01 0.01 -0.02
H 0.667400 -1.767119 -4.730027 0.03 0.02 0.00
H 0.341280 -0.131180 -4.163004 0.00 0.02 -0.01
H -0.330670 -0.686172 -5.701414 -0.01 -0.02 -0.01
H 1.515685 -2.844430 1.187222 0.07 0.07 0.03
H 1.114710 -4.546120 0.999852 -0.02 0.00 0.00
H -0.102396 -3.415555 1.606077 -0.02 0.01 0.08
H 2.043575 -2.094850 -1.917339 0.02 0.01 -0.01
H 1.259416 -3.186118 -3.053501 0.03 -0.01 -0.01
H 2.371248 -3.833634 -1.844581 -0.01 -0.01 0.03
H -1.665183 -4.995982 -0.671277 0.00 -0.03 0.02
H -0.133902 -5.733019 -1.133869 0.03 0.02 -0.02
H -1.106677 -4.890845 -2.343487 -0.03 -0.01 0.01
C 1.363981 5.749399 6.228716 0.00 0.01 0.01
C 1.044336 4.978069 4.980873 0.04 0.00 0.01
C 2.063041 4.436770 4.202935 0.00 0.03 0.00
C 1.804243 3.744253 3.031398 -0.21 0.04 0.06
C 2.949284 3.123845 2.290425 0.05 -0.04 0.03
C 0.462604 3.606567 2.639347 0.31 -0.16 0.12
Te -0.117699 2.768164 0.810630 -0.49 -0.59 -0.63
N -1.585021 0.215216 -0.947117 0.05 -0.11 0.50
C -0.867489 1.032540 -1.718321 -0.37 0.01 -0.12
O 0.389875 0.756251 -1.861708 -0.17 0.02 0.18
C -1.422716 2.309170 -2.208636 0.22 -0.11 -0.33
C -2.664494 2.760692 -1.763884 -0.01 0.00 -0.03
C -3.165000 3.959765 -2.241579 0.00 -0.03 0.01
C -2.436643 4.696265 -3.169658 -0.01 -0.01 0.01
C -1.201729 4.244512 -3.617178 0.02 -0.02 0.01
C -0.689354 3.052779 -3.132005 0.02 0.06 -0.01
C 1.130244 3.865004 -0.479933 0.05 -0.06 0.04
C 2.118335 3.223486 -1.218312 0.08 0.11 -0.01
C 2.889957 3.946697 -2.113009 -0.03 -0.04 0.02
C 2.666177 5.308129 -2.260331 0.00 0.03 -0.02
C 1.671827 5.934490 -1.527931 -0.03 0.00 -0.02
C 0.873829 5.229442 -0.627992 0.05 -0.01 -0.04
C -0.202124 5.953530 0.133165 -0.05 0.04 0.01
C -0.595157 4.097844 3.415691 0.11 0.01 -0.03
C -2.055471 3.953969 3.079208 -0.14 0.03 -0.10
C -0.267034 4.792993 4.575343 -0.01 -0.03 0.03
H 2.259933 5.362870 6.712719 0.00 0.00 0.00
H 0.541345 5.709920 6.940968 0.00 0.00 0.00
H 1.546111 6.799248 5.989494 0.00 0.00 0.00
H 3.091419 4.546150 4.527979 0.01 0.01 -0.01
H 3.897241 3.486946 2.684081 0.00 -0.03 0.03
H 2.929637 3.347405 1.228150 -0.02 0.01 -0.10
H 2.925473 2.039397 2.416849 0.00 -0.04 -0.04
H -3.209990 2.168491 -1.041975 0.00 0.00 0.01
H -4.126283 4.318072 -1.898115 0.00 0.01 0.00
H -2.838774 5.626021 -3.551072 0.00 0.01 0.01
H -0.640217 4.822176 -4.339093 0.00 0.00 0.00
H 0.279634 2.692811 -3.453246 -0.03 0.00 -0.01
H 2.277564 2.160401 -1.105238 0.00 0.01 0.03
H 3.658286 3.450647 -2.691092 0.01 0.00 0.00
H 3.264583 5.884689 -2.953330 0.01 0.00 0.00
H 1.495380 6.995147 -1.660385 0.00 0.01 0.00
H -0.521585 6.839526 -0.413348 0.04 0.04 0.01
H 0.154537 6.271293 1.116087 -0.01 -0.03 0.01
H -1.090399 5.334491 0.285506 0.04 0.00 -0.02
H -2.280695 3.083143 2.468578 0.02 0.12 0.09
H -2.423839 4.843558 2.560954 0.03 0.02 0.00
H -2.628047 3.849112 3.999528 -0.01 0.05 0.02
H -1.071873 5.187595 5.185436 0.00 0.00 0.01
```
Positions in Å, forces in eV/Å.

---

[2]
A structure of composition C7H13BN4Zr in a non-equilibrium geometry. Source: the Open Molecules 2025 dataset; level of theory: ωB97M-V/def2-TZVPD.

Computed properties:
Relative energy (zero: lowest compared OMol25 entry of this formula, charge and spin): 1.2095 eV
Calculated total energy: -15366.911 eV
Strongest force on any atom: 0.076 hartree/bohr
Net charge: +2

Geometry as XYZ:
```
26
Properties=species:S:1:pos:R:3:forces:R:3
Zr -0.201269 -0.479749 -1.582743 2.72 -2.15 1.85
C -0.044589 -0.582820 -3.715707 -0.50 0.76 1.70
H 1.018656 -0.457138 -3.958456 -0.29 -0.20 -0.46
H -0.501665 -1.570334 -3.809603 -0.02 -0.19 -1.00
H -0.690331 0.264602 -4.011432 0.15 -0.51 -0.83
H -0.956128 1.154792 -1.942411 -1.48 1.79 0.68
H -1.331941 1.063826 -1.225564 -0.15 1.17 -0.96
B -0.338717 1.488540 1.316750 0.22 0.22 1.60
N 1.068791 1.083661 0.759471 0.46 0.00 -0.11
C 2.235168 1.030099 1.403358 -0.46 -0.09 -0.69
C 3.175698 0.369804 0.607170 0.18 -0.61 -0.99
C 2.514383 0.010941 -0.561578 0.12 0.85 0.89
N 1.223218 0.513883 -0.478113 0.15 -0.59 0.07
N -1.194676 0.167082 1.310820 -0.42 -0.35 0.14
C -1.765780 -0.430714 2.361250 0.08 -0.11 -0.92
C -2.321175 -1.653253 1.950224 0.02 -0.49 -0.74
C -2.037410 -1.770636 0.587625 -0.54 0.81 1.21
N -1.388534 -0.620582 0.196676 0.06 -0.40 -0.13
H -0.842735 2.392525 0.739416 -0.15 -0.02 -0.68
H -0.162454 1.793411 2.513038 -0.18 -0.31 -1.08
H 2.346307 1.452585 2.388512 -0.08 0.01 0.05
H 4.213695 0.181050 0.834278 -0.09 -0.02 0.06
H 2.844046 -0.534122 -1.446388 0.16 0.29 0.20
H -1.745215 0.047211 3.332675 0.01 -0.12 -0.12
H -2.871679 -2.353373 2.565318 0.21 0.06 -0.10
H -2.245662 -2.561282 -0.134593 -0.18 0.22 0.34
```
Positions in Å, forces in eV/Å.